Model w:
The following is a DFT calculation (ωB97M-V/def2-TZVPD) of C5H12N2 in the gas phase.

Computed properties:
Kohn-Sham gap: 9.01 eV
Structure (SMILES): C=C(CCN)NC
LUMO energy: 1.02 eV
HOMO: -7.992 eV

Structure (ORCA input):
```
! RIJCOSX wB97M-V def2-TZVPD def2/J DEFGRID3
* xyz 0 1
H -1.420 0.780 -1.546
H 2.851 1.033 -0.644
H -0.256 -2.835 0.243
H 0.818 1.081 0.253
C 0.216 -0.777 0.268
N 1.256 0.170 0.325
C 2.321 0.081 -0.669
H -2.136 2.123 -0.967
C -1.061 -0.358 0.929
C 0.424 -2.058 -0.073
H 2.964 -0.779 -0.532
H 1.282 -2.330 -0.677
H 1.894 0.032 -1.682
H -0.990 -0.481 2.019
C -1.486 1.078 0.597
H -0.944 1.704 1.301
N -1.388 1.461 -0.797
H -1.837 -1.082 0.665
H -2.509 1.157 0.986
*
```

Model x:
The following is a DFT calculation (ωB97M-V/def2-TZVPD) of C5H12N2 in the gas phase.

Computed properties:
Kohn-Sham gap: 9.94 eV
Structure (SMILES): [H]/N=C(/N)C(C)(C)C
LUMO energy: 0.84 eV
HOMO: -9.102 eV

Structure (ORCA input):
```
! RIJCOSX wB97M-V def2-TZVPD def2/J DEFGRID3
* xyz 0 1
N 0.648 -0.414 -2.141
C -1.383 -1.056 -0.141
H -2.142 -0.592 -0.769
H -1.840 -1.392 0.789
H 1.988 1.499 -1.743
H 1.833 -0.310 1.081
C 0.876 -0.822 1.010
H -1.892 1.209 0.788
C -0.808 1.163 0.896
H 1.636 1.716 -0.096
C 0.533 0.289 -1.080
H -0.418 2.096 0.497
H 0.511 -0.896 2.034
C -0.263 -0.068 0.161
N 1.307 1.422 -1.001
H -0.574 1.117 1.960
H -1.034 -1.958 -0.643
H 1.029 -1.821 0.616
H -0.005 -1.183 -2.218
*
```

Most stable: model x. Least stable: model w.

Model w:
The following is a DFT calculation (ωB97M-V/def2-TZVPD) of 2 unconnected molecules or ions with the total composition C5H12N2.

Computed properties:
Kohn-Sham gap: 8.57 eV
Structure (SMILES): [H]/N=C/N.C=C(C)C
LUMO energy: 0.35 eV
HOMO: -8.219 eV

Structure (ORCA input):
```
! RIJCOSX wB97M-V def2-TZVPD def2/J DEFGRID3
* xyz 0 1
H -1.455 -1.577 1.601
C -1.179 1.509 -0.518
C -0.111 -0.214 -2.066
C -0.082 0.487 -0.725
H -1.049 -0.761 -2.196
C 0.516 -1.305 1.792
N 0.913 -1.684 2.927
H 1.295 1.533 0.548
H -1.123 2.308 -1.263
H 2.044 0.281 -0.525
C 1.135 0.653 -0.065
H -0.031 0.500 -2.890
H -2.162 1.044 -0.614
H -0.596 -0.700 0.216
H -1.118 1.969 0.469
H 1.086 -0.358 1.142
H 0.707 -0.930 -2.163
N -0.583 -1.483 1.102
H 1.792 -1.273 3.227
*
```

Model x:
The following is a DFT calculation (ωB97M-V/def2-TZVPD) of C5H12N2 in the gas phase.

Computed properties:
Kohn-Sham gap: 10.46 eV
Structure (SMILES): [H]/N=C\NCCCC
LUMO energy: 0.92 eV
HOMO: -9.537 eV

Structure (ORCA input):
```
! RIJCOSX wB97M-V def2-TZVPD def2/J DEFGRID3
* xyz 0 1
H 0.007 0.294 2.377
C 0.530 -1.974 0.046
H 1.164 1.879 0.855
H 1.404 -1.069 1.654
H -0.144 -2.462 0.778
H 0.073 0.574 -1.311
N 0.913 -2.416 -1.108
H -2.232 1.853 0.094
C -0.221 1.477 -0.863
C -1.846 1.698 -0.990
C -0.070 0.079 1.306
H -0.486 2.250 1.248
N 0.953 -0.873 0.754
C 0.132 1.392 0.731
H -2.262 2.503 -1.598
H 1.449 -1.626 -1.553
H -2.305 0.704 -1.403
H -1.152 -0.298 1.137
H 0.278 2.384 -1.178
*
```

Model y:
The following is a DFT calculation (ωB97M-V/def2-TZVPD) of 2 unconnected molecules or ions with the total composition C5H12N2.

Computed properties:
Kohn-Sham gap: 10.00 eV
Structure (SMILES): [H]/N=C(\C)CN.C=C
LUMO energy: 0.91 eV
HOMO: -9.090 eV

Structure (ORCA input):
```
! RIJCOSX wB97M-V def2-TZVPD def2/J DEFGRID3
* xyz 0 1
C -0.114 -1.396 -1.924
H 1.654 1.920 0.466
H -1.060 -0.881 1.980
C 0.496 -2.123 -0.977
C 1.330 0.926 0.160
H -2.048 1.057 0.970
C -0.147 0.909 -0.120
C -0.981 1.007 1.222
H -0.030 -2.512 -0.119
N -0.616 0.002 2.206
H -0.281 1.294 -2.000
H 1.560 0.259 0.989
N -0.755 1.430 -1.108
H -0.703 1.982 1.632
H 1.877 0.594 -0.721
H -0.953 0.271 3.124
H 1.564 -2.275 -0.985
H -1.190 -1.320 -1.954
H 0.397 -1.143 -2.842
*
```

Most stable: model y. Least stable: model w.

Model w:
The following is a DFT calculation (ωB97M-V/def2-TZVPD) of C5H12N2 in the gas phase.

Computed properties:
Kohn-Sham gap: 9.50 eV
Structure (SMILES): CCCC/N=C\N
LUMO energy: 1.01 eV
HOMO: -8.491 eV

Structure (ORCA input):
```
! RIJCOSX wB97M-V def2-TZVPD def2/J DEFGRID3
* xyz 0 1
H 0.073 -1.471 0.375
H -2.934 1.294 0.462
C 0.898 0.539 0.501
C -2.336 0.478 0.015
H -0.171 -0.422 -1.070
C -0.154 -0.454 0.038
H 0.879 0.780 1.573
H 0.616 1.515 0.071
H 2.256 0.192 -1.183
H 3.018 1.089 0.078
H -3.614 0.593 -1.580
H 2.822 -1.080 1.598
H 3.985 -1.108 0.287
H -2.269 -0.405 -1.797
H 2.364 -1.839 0.150
C 2.293 0.279 -0.098
N -1.429 -0.113 0.662
C 2.943 -0.990 0.522
N -2.659 0.397 -1.328
*
```

Model x:
The following is a DFT calculation (ωB97M-V/def2-TZVPD) of C5H12N2 in the gas phase.

Computed properties:
Kohn-Sham gap: 9.77 eV
Structure (SMILES): C=CC[C@H](N)CN
LUMO energy: 1.04 eV
HOMO: -8.734 eV

Structure (ORCA input):
```
! RIJCOSX wB97M-V def2-TZVPD def2/J DEFGRID3
* xyz 0 1
H 1.888 0.591 -0.508
H 0.166 -1.131 -0.723
H 1.694 -1.396 0.931
N -1.315 -0.049 0.355
C 0.732 -1.055 1.318
H -1.616 0.913 0.398
H 1.161 2.456 -1.764
C -0.614 1.629 -2.201
H -2.067 -0.594 -0.047
C 0.468 1.692 -1.423
H 0.765 -0.309 2.110
H -0.778 2.257 -3.069
H -1.478 0.999 -2.013
N -0.030 -2.203 1.870
H 0.590 -2.985 1.901
H -0.739 -2.478 1.207
C 0.055 -0.416 0.094
H 0.791 1.475 0.649
C 0.856 0.843 -0.245
*
```

Most stable: model w. Least stable: model x.

Model w:
The following is a DFT calculation (ωB97M-V/def2-TZVPD) of C5H12N2 in the gas phase.

Computed properties:
Kohn-Sham gap: 7.72 eV
Structure (SMILES): C=NCC[C@@H](C)N
LUMO energy: -0.24 eV
HOMO: -7.951 eV

Structure (ORCA input):
```
! RIJCOSX wB97M-V def2-TZVPD def2/J DEFGRID3
* xyz 0 1
H -1.333 2.343 1.769
H -3.002 2.078 0.900
N 1.560 0.221 0.768
H 0.130 -1.273 0.931
C -1.134 0.831 -0.456
H -1.917 1.029 -1.196
H 1.710 1.009 0.130
N -1.662 0.481 0.919
C 1.620 -1.921 -0.424
C -0.228 -0.314 -0.942
C -2.021 1.668 1.212
H 2.310 -2.282 0.341
H -0.501 1.724 -0.534
H 0.345 0.002 -1.819
H 1.013 -2.719 -0.858
C 0.732 -0.807 0.135
H -0.891 -1.132 -1.177
H 1.025 0.612 1.548
H 2.245 -1.549 -1.245
*
```

Model x:
The following is a DFT calculation (ωB97M-V/def2-TZVPD) of C5H12N2 in the gas phase.

Computed properties:
Kohn-Sham gap: 10.07 eV
Structure (SMILES): C=C(N)C[C@@H](C)N
LUMO energy: 1.06 eV
HOMO: -9.014 eV

Structure (ORCA input):
```
! RIJCOSX wB97M-V def2-TZVPD def2/J DEFGRID3
* xyz 0 1
H 1.199 -1.501 0.647
N -0.052 -0.275 -2.237
N -1.746 -0.242 1.784
H 0.112 -1.861 1.966
C -0.468 0.844 -0.068
H -2.630 0.112 1.443
H -1.323 -1.200 0.056
H 0.239 -1.222 -2.405
C -0.810 -0.455 0.662
H 0.062 1.550 0.571
H 2.051 1.606 -0.330
H -1.324 0.402 2.443
C 0.487 0.560 -1.215
H 1.013 -0.297 1.797
C 1.721 1.049 -1.205
C 0.436 -1.074 1.290
H 2.565 0.511 -1.624
H -1.402 1.231 -0.489
H -0.131 0.262 -3.087
*
```

Model y:
The following is a DFT calculation (ωB97M-V/def2-TZVPD) of 3 unconnected molecules or ions with the total composition C5H12N2.

Computed properties:
Kohn-Sham gap: 8.79 eV
LUMO energy: 1.01 eV
HOMO: -7.782 eV

Structure (ORCA input):
```
! RIJCOSX wB97M-V def2-TZVPD def2/J DEFGRID3
* xyz 0 1
H -1.957 -1.333 -1.233
H 1.509 2.027 1.271
H 1.632 -1.314 -0.119
C 0.587 0.423 0.190
H -0.111 -0.099 1.374
H -0.463 1.853 -1.714
C -1.073 -1.188 -0.619
C 0.889 1.893 0.383
N 1.781 -0.362 0.182
N -0.895 0.945 -1.708
H 0.014 -2.537 0.678
H -1.783 -2.673 0.743
H 2.267 -0.363 1.070
H -1.898 0.997 -1.810
H -0.583 -1.021 1.518
H 1.459 2.291 -0.461
C -0.420 0.021 -0.767
C -0.933 -2.034 0.520
H -0.024 2.476 0.500
*
```

Most stable: model x. Least stable: model w.

Model w:
The following is a DFT calculation (ωB97M-V/def2-TZVPD) of C5H12N2 in the gas phase.

Computed properties:
Kohn-Sham gap: 9.17 eV
Structure (SMILES): C[C@]1(N)C[C@@]1(C)N
LUMO energy: 0.98 eV
HOMO: -8.190 eV

Structure (ORCA input):
```
! RIJCOSX wB97M-V def2-TZVPD def2/J DEFGRID3
* xyz 0 1
N -1.508 1.378 0.379
H -0.990 2.213 0.131
H -1.651 1.359 1.386
H 0.017 -0.912 -1.930
H 1.449 1.646 1.125
C 0.652 0.239 -0.100
N 1.295 1.503 0.132
C 1.464 -1.035 0.323
H 0.146 0.883 -2.144
H -2.703 -0.839 0.092
C 0.068 0.055 -1.456
H 1.507 -1.004 1.415
H -1.387 -1.875 -0.389
H -1.503 -1.352 1.291
H 0.987 -1.964 0.030
H 2.467 -1.012 -0.103
C -1.645 -1.037 0.254
C -0.842 0.195 -0.072
H 2.179 1.559 -0.364
*
```

Model x:
The following is a DFT calculation (ωB97M-V/def2-TZVPD) of 2 unconnected molecules or ions with the total composition C5H12N2.

Computed properties:
Kohn-Sham gap: 9.33 eV
Structure (SMILES): [H]/N=C\CC.C=CN
LUMO energy: 1.04 eV
HOMO: -8.289 eV

Structure (ORCA input):
```
! RIJCOSX wB97M-V def2-TZVPD def2/J DEFGRID3
* xyz 0 1
N -1.132 0.382 -1.981
H -2.252 -1.132 -0.312
C -1.124 -0.900 0.156
C 1.709 0.262 -1.375
H 2.056 -0.731 0.456
C -1.174 -0.677 1.646
H -0.181 -0.418 2.010
C 1.746 0.181 -0.042
H -1.848 0.130 1.930
H 1.417 1.166 -1.882
N 1.433 1.223 0.826
H -1.815 1.126 -0.238
H 1.281 2.108 0.365
H -0.772 -0.473 -2.404
H -0.418 -1.629 -0.239
H 2.004 -0.576 -1.986
H -1.495 -1.573 2.177
H 2.025 1.300 1.638
C -1.459 0.229 -0.744
*
```

Model y:
The following is a DFT calculation (ωB97M-V/def2-TZVPD) of C5H12N2 in the gas phase.

Computed properties:
Kohn-Sham gap: 10.07 eV
Structure (SMILES): C=CCCNCN
LUMO energy: 1.02 eV
HOMO: -9.054 eV

Structure (ORCA input):
```
! RIJCOSX wB97M-V def2-TZVPD def2/J DEFGRID3
* xyz 0 1
H -0.595 -1.237 -0.231
H 0.752 -0.808 2.962
N 0.061 0.196 1.247
C -1.597 0.658 -0.584
C -0.533 1.303 -1.450
H 0.646 0.737 0.614
H 0.218 -1.753 1.761
H -0.274 -0.212 -2.789
H 2.043 -1.500 0.495
H -0.083 2.229 -1.086
H -1.771 -0.675 1.011
N 2.184 -1.191 1.457
H -1.999 1.452 0.040
H 0.735 1.337 -3.128
H 2.673 -0.310 1.300
C 0.839 -0.859 1.910
C -0.953 -0.378 0.345
C -0.059 0.839 -2.607
H -2.286 0.172 -1.269
*
```

Model z:
The following is a DFT calculation (ωB97M-V/def2-TZVPD) of C5H12N2 in the gas phase.

Computed properties:
Kohn-Sham gap: 9.70 eV
Structure (SMILES): C/N=C(\N)C(C)C
LUMO energy: 0.95 eV
HOMO: -8.748 eV

Structure (ORCA input):
```
! RIJCOSX wB97M-V def2-TZVPD def2/J DEFGRID3
* xyz 0 1
H 1.730 0.095 1.122
H 1.209 0.236 -1.911
H -0.062 -2.366 -0.056
H 0.387 2.257 1.004
H 2.007 1.488 -0.955
N -1.209 -0.383 0.045
H 2.783 -0.092 -1.181
N -0.416 1.646 0.979
H -1.336 2.065 0.984
C 1.136 -0.124 0.227
H -3.236 -0.768 -0.208
H -2.785 0.907 -0.556
H 1.406 -2.300 0.828
C -0.255 0.418 0.396
H 1.412 -2.044 -0.934
H -2.883 0.325 1.132
C 1.822 0.410 -1.021
C 0.883 -1.825 -0.003
C -2.592 0.057 0.109
*
```

Most stable: model z. Least stable: model x.

Model w:
The following is a DFT calculation (ωB97M-V/def2-TZVPD) of a gas-phase ion, C4H7IN (charge +1).

Computed properties:
Kohn-Sham gap: 10.22 eV
Structure (SMILES): I[C@]12CC[N@H+]1C2
LUMO energy: -3.81 eV
HOMO: -14.035 eV

Structure (ORCA input):
```
! RIJCOSX wB97M-V def2-TZVPD def2/J DEFGRID3
* xyz 1 1
H 1.651 -0.101 -0.325
C -0.388 0.136 -1.181
H -0.753 -0.216 -2.093
C -1.290 -0.049 0.039
H -0.274 1.634 0.948
H -0.269 -1.372 1.486
C 0.718 -0.549 -0.440
H -1.305 0.808 2.117
H 1.097 -1.551 -0.820
N -0.171 -0.631 0.780
C -0.701 0.671 1.190
H -0.119 1.174 -1.205
I -3.224 -0.916 -0.057
*
```

Model x:
The following is a DFT calculation (ωB97M-V/def2-TZVPD) of a gas-phase ion, C4H7IN (charge +1).

Computed properties:
Kohn-Sham gap: 10.36 eV
Structure (SMILES): C=C[N@H+]1C[C@@H]1I
LUMO energy: -3.85 eV
HOMO: -14.214 eV

Structure (ORCA input):
```
! RIJCOSX wB97M-V def2-TZVPD def2/J DEFGRID3
* xyz 1 1
H -2.014 0.921 -0.795
C 1.178 -1.666 -0.532
H 0.274 1.994 -0.071
N -0.417 -0.002 0.534
I -3.311 0.412 1.540
H -0.354 1.671 1.784
H 1.287 -2.219 0.298
C -1.701 0.844 0.319
H 0.127 -0.016 -1.512
H -0.540 -0.468 1.426
C -0.407 1.423 0.695
H 1.672 -2.036 -1.496
C 0.398 -0.580 -0.575
*
```

Most stable: model w. Least stable: model x.